No. 1
# C7H13IN2O

A structure of composition C7H13IN2O in a non-equilibrium geometry (ωB97M-V/def2-TZVPD, OMol25).

XYZ file:
```
24
Properties=species:S:1:pos:R:3
C 1.10845 1.02812 -0.26919
C -0.37987 1.36591 -0.40663
C 0.36403 -1.40153 -0.77005
C 1.33138 -0.50725 -0.06612
C -1.25177 0.27653 -1.04084
C 1.42042 -0.85561 1.42969
C -2.70479 0.61449 -0.73378
N -1.01010 -1.04450 -0.54418
N 0.30778 -0.27668 2.11401
O 2.60617 -0.29222 1.88273
I -1.25687 -1.27925 1.63271
H 1.88366 1.51808 -0.91013
H 1.41700 1.62176 0.60404
H -0.80931 1.69298 0.50319
H -0.44435 2.22497 -1.08747
H 0.47302 -1.39017 -1.82305
H 0.48802 -2.38546 -0.46195
H 2.32120 -0.74396 -0.52492
H -1.04095 0.19082 -2.09642
H 1.51876 -2.04917 1.52437
H -3.22467 -0.07043 -1.38218
H -2.92198 1.74865 -0.74171
H -2.91333 0.46511 0.33659
H 2.71807 -0.45119 2.83131
```

Results
energy relative to the best compared isomer or geometry (same formula, charge and spin) = 18.45 kcal per mole
E_HOMO (alpha / beta) = -7.91 / -7.92 eV

No. 2
# C7H13N

A cluster of 2 separate species, C7H13N in total in a non-equilibrium geometry (ωB97M-V/def2-TZVPD, OMol25).

XYZ file:
```
21
Properties=species:S:1:pos:R:3
C 1.03523 0.74226 -1.23520
C 0.75709 -0.36402 -0.60914
C 0.43508 -2.64565 -1.44177
C 0.22617 1.57735 2.01913
C -1.70733 1.57027 0.42041
C -0.12124 -1.47623 -0.53451
C -0.76400 0.89904 1.34736
N 2.16102 0.08445 -0.43251
H 0.83359 1.59915 -1.90745
H 1.47187 -2.45926 -1.19902
H 0.02385 -2.39816 -2.47164
H 0.01430 -3.53068 -1.02093
H 2.20518 0.72831 0.47102
H 0.73368 1.05797 2.75761
H 0.67587 2.53413 1.74422
H -1.94128 0.98693 -0.40035
H -1.28470 2.46961 0.09124
H -2.57849 1.81604 0.95503
H -0.03437 -1.90586 0.43985
H -1.18207 -1.26945 -0.74636
H -0.95946 -0.01618 1.75300
```

Results
energy relative to the best compared isomer or geometry (same formula, charge and spin) = 127.18 kcal per mole
E_HOMO = -7.85 eV
structure (SMILES) = CCC1=CN1.C=CC

No. 3
# C7H13N

An isolated molecule of C7H13N in a non-equilibrium geometry (ωB97M-V/def2-TZVPD, OMol25).

XYZ file:
```
21
Properties=species:S:1:pos:R:3
C 1.32905 -2.50612 -0.99158
C 1.84967 -1.52264 0.18529
C 1.30607 -0.10094 -0.04290
N 0.15994 2.24740 -0.11661
C -0.65293 1.19327 0.42440
C -0.15242 -0.05706 0.44775
C -3.20150 1.23501 0.46635
C -2.00241 1.56930 0.94833
H 1.49317 -2.11084 -1.97511
H 0.24026 -2.43012 -1.05853
H 1.65412 -3.56707 -1.04389
H 2.98726 -1.50020 0.23122
H 1.59624 -1.90700 1.14767
H 2.05491 0.52214 0.47551
H 1.26997 0.31660 -1.06757
H -0.34721 3.11810 -0.24310
H 0.48478 1.91457 -1.11210
H -0.68570 -0.77860 1.04704
H -4.10423 1.37291 0.99149
H -3.28936 0.96621 -0.61303
H -1.98967 2.02506 1.89939
```

Results
energy relative to the best compared isomer or geometry (same formula, charge and spin) = 54.01 kcal per mole
E_HOMO = -8.36 eV
structure (SMILES) = C=C/C(N)=C/CCC

No. 4
# C7H13N

An isolated molecule of C7H13N in a non-equilibrium geometry (ωB97M-V/def2-TZVPD, OMol25).

XYZ file:
```
21
Properties=species:S:1:pos:R:3
C -1.40739 0.76017 -0.15899
C -0.46512 -1.80524 -0.47215
C 1.38776 1.67901 0.08491
C -2.70119 0.21403 0.41297
C -0.11650 -0.38391 -0.22701
C 1.00835 0.25629 -0.11062
C 2.32024 -0.82912 -0.15802
N 3.35713 -0.80359 0.55749
H 3.34031 -0.08459 1.28491
H 2.30228 -1.59458 -0.93639
H -1.52576 1.05785 -1.20346
H -1.16254 1.67370 0.38669
H -0.20846 -2.08834 -1.49357
H 0.06498 -2.46422 0.21494
H -1.52509 -1.98432 -0.31650
H 0.97238 2.06727 1.01666
H 2.46980 1.78337 0.14935
H 1.00404 2.28915 -0.73301
H -3.09059 -0.61600 -0.17630
H -2.55629 -0.11853 1.44138
H -3.46831 0.99158 0.43672
```

Results
energy relative to the best compared isomer or geometry (same formula, charge and spin) = 47.40 kcal per mole
E_HOMO = -9.02 eV
structure (SMILES) = [H]/N=C\C(C)=C(/C)CC

No. 5
# C7H13N

An isolated molecule of C7H13N in a non-equilibrium geometry (ωB97M-V/def2-TZVPD, OMol25).

XYZ file:
```
21
Properties=species:S:1:pos:R:3
C 0.29467 0.53851 1.31766
C 1.73977 -1.06801 -0.47778
C 0.97093 1.79660 0.84937
C -1.89559 0.43638 -1.25181
C -0.57668 -1.40850 0.42927
C 0.34522 -0.54302 -0.22606
C -0.54624 -0.20065 -1.30234
N -1.35357 -1.79559 1.29218
H -1.80616 -2.70028 1.16103
H -0.73813 0.70673 1.61264
H 0.82459 -0.02796 2.08248
H -0.12016 -0.33138 -2.29006
H 2.25062 -1.30129 0.45874
H 2.29731 -0.31089 -1.03191
H 1.71950 -1.98221 -1.07584
H 0.47076 2.17057 -0.04790
H 0.91543 2.56090 1.63249
H 2.02470 1.63761 0.61113
H -2.03086 1.11871 -2.09382
H -2.70463 -0.30956 -1.31023
H -2.08147 1.01334 -0.33926
```

Results
energy relative to the best compared isomer or geometry (same formula, charge and spin) = 127.15 kcal per mole
E_HOMO (alpha / beta) = -6.01 / -5.60 eV

No. 6
# C7H13N

An isolated molecule of C7H13N in a non-equilibrium geometry (ωB97M-V/def2-TZVPD, OMol25).

XYZ file:
```
21
Properties=species:S:1:pos:R:3
C 3.40619 1.40750 -0.15912
C 2.04673 0.97027 -0.59940
C 1.60944 -0.19096 0.01550
N 0.62888 -0.91582 -0.65764
C -0.32873 -1.80816 0.07018
C -3.43391 0.63725 0.30504
C -2.43547 -0.44452 0.01757
C -1.43809 -1.06676 0.76759
H 4.11788 1.30040 -0.98572
H 3.83408 0.92079 0.68644
H 3.43831 2.37263 0.34550
H 1.69460 1.30737 -1.56699
H 2.02562 -0.67473 0.83212
H 0.19031 -0.39399 -1.42720
H -0.73311 -2.59275 -0.58787
H 0.32441 -2.22616 0.87021
H -3.05032 1.54940 0.53125
H -4.04734 0.54925 1.28616
H -4.04694 0.82129 -0.52924
H -2.44021 -0.66278 -1.04605
H -1.36233 -0.85953 1.83169
```

Results
energy relative to the best compared isomer or geometry (same formula, charge and spin) = 63.38 kcal per mole
E_HOMO = -7.41 eV
structure (SMILES) = C/C=C/CN/C=C/C

No. 7
# C7H13N

An isolated molecule of C7H13N in a non-equilibrium geometry (ωB97M-V/def2-TZVPD, OMol25).

XYZ file:
```
21
Properties=species:S:1:pos:R:3
C -1.63477 -2.71104 0.91695
C -1.22289 -1.39764 0.18130
C 0.11728 -1.05257 0.57084
N 1.01594 0.30270 -1.72715
C 0.57020 1.04220 -0.61732
C 0.32660 0.43356 0.52013
C 1.05643 3.48531 0.16523
C 0.75213 2.56136 -0.79871
H -1.90707 -2.56785 2.01515
H -0.69728 -3.36253 0.93689
H -2.43623 -3.21930 0.39104
H -1.90194 -0.60079 0.45539
H -1.30240 -1.48339 -0.97046
H 0.35743 -1.36036 1.61022
H 0.87176 -1.53333 -0.08515
H 1.45789 0.69506 -2.45451
H 1.23227 -0.64527 -1.86886
H 0.36080 1.00446 1.57184
H 1.44964 4.47829 -0.22131
H 1.17129 3.27448 1.22373
H 0.36292 2.65665 -1.81524
```

Results
energy relative to the best compared isomer or geometry (same formula, charge and spin) = 67.64 kcal per mole
E_HOMO = -7.72 eV
structure (SMILES) = C=C/C(N)=C/CCC

No. 8
# C7H13N

An isolated molecule of C7H13N in a non-equilibrium geometry (ωB97M-V/def2-TZVPD, OMol25).

XYZ file:
```
21
Properties=species:S:1:pos:R:3
C 1.79811 -1.47945 1.40293
C 0.56568 -0.58011 1.77657
C -0.45445 -0.68682 0.68566
C 0.01572 -0.00101 -0.50299
C -0.70329 0.78164 -1.31320
C -0.35362 1.26731 -2.67283
C -0.97669 2.36710 -3.16495
N -0.20247 -1.10361 2.93153
H 1.45504 -2.12311 0.58498
H 2.14052 -2.14440 2.22362
H 2.66723 -0.85344 1.04179
H 0.87455 0.42924 1.91992
H -1.45536 -0.33053 1.03536
H -0.68087 -1.73895 0.35071
H 1.04183 -0.29740 -0.76416
H -1.86341 0.75183 -1.10190
H 0.60142 0.94592 -3.04994
H -1.96469 2.81459 -2.90779
H -0.43618 2.58062 -4.15584
H -0.44170 -0.40929 3.64743
H 0.13012 -1.91178 3.38794
```

Results
energy relative to the best compared isomer or geometry (same formula, charge and spin) = 57.22 kcal per mole
E_HOMO = -8.48 eV
structure (SMILES) = C=C/C=C/C[C@H](C)N

No. 9
# C7H13N

A structure of composition C7H13N in a non-equilibrium geometry (ωB97M-V/def2-TZVPD, OMol25).

XYZ file:
```
21
Properties=species:S:1:pos:R:3
C -0.77469 -2.18034 -0.98685
C -1.90139 -1.20785 -0.56004
C -1.37755 0.09541 -0.00144
N 1.76123 -0.09293 -0.73900
C 1.10601 0.21837 0.44947
C -0.17025 0.02910 0.93074
C 1.44652 2.67259 0.83985
C 1.25404 1.34332 1.30057
H -1.23273 -3.01570 -1.50295
H -0.02265 -1.73499 -1.63619
H -0.25340 -2.57646 -0.10828
H -2.45677 -1.10038 -1.49199
H -2.53258 -1.77161 0.11743
H -2.07749 0.76769 0.48448
H -0.99005 0.70766 -0.82754
H 1.69092 0.70101 -1.38354
H 2.74743 -0.10351 -0.48258
H -0.38751 -0.28522 1.94497
H 2.15194 2.92883 0.08094
H 0.84333 3.49108 1.21523
H 1.17565 1.11393 2.35673
```

Results
<S²> = 0.765
energy relative to the best compared isomer or geometry (same formula, charge and spin) = 68.15 kcal per mole
charge = +1
multiplicity = 2
E_HOMO (alpha / beta) = -13.70 / -15.07 eV

No. 10
# C7H13N2

The ion C7H13N2 with charge +1 in a non-equilibrium geometry (ωB97M-V/def2-TZVPD, OMol25).

XYZ file:
```
22
Properties=species:S:1:pos:R:3
C 0.36522 1.64013 0.75462
C 0.99650 0.33875 1.14219
C 0.26375 1.55344 -0.77879
C -0.98349 -0.67725 -1.13205
C -1.71438 -0.90051 1.15153
C 0.40297 0.06129 -1.09393
C 1.19620 -0.46005 0.06945
N 1.75055 -1.70596 0.02571
N -1.79029 -0.33493 -0.00540
H 0.99768 2.47334 1.06506
H 1.39639 0.17627 2.12612
H -0.64876 1.99165 -1.17753
H 1.10241 2.08562 -1.22710
H -1.50297 -0.38985 -2.04684
H -0.78752 -1.75071 -1.13552
H -1.13624 -1.80182 1.27684
H -2.26094 -0.50600 1.99262
H 0.86648 -0.12938 -2.06112
H 2.08205 -2.01915 -0.87110
H 2.35055 -1.95665 0.79631
H -0.60352 1.79862 1.23362
H -2.34263 0.51317 -0.10471
```

Results
energy relative to the best compared isomer or geometry (same formula, charge and spin) = 28.72 kcal per mole
charge = +1
E_HOMO = -11.96 eV
structure (SMILES) = C=[NH+]C[C@H]1CCC=C1N

no.,molar mass (g mol⁻¹)
1,268.098
2,111.188
3,111.188
4,111.188
5,111.188
6,111.188
7,111.188
8,111.188
9,111.188
10,125.195